{"formula": "C99H209N11O11", "method": "wB97M-V/def2-TZVPD", "species": ["C", "C", "C", "C", "C", "C", "N", "O", "C", "C", "C", "H", "H", "H", "H", "H", "H", "H", "H", "H", "H", "H", "H", "H", "H", "H", "H", "H", "H", "H", "C", "C", "C", "C", "C", "C", "N", "O", "C", "C", "C", "H", "H", "H", "H", "H", "H", "H", "H", "H", "H", "H", "H", "H", "H", "H", "H", "H", "H", "H", "C", "C", "C", "C", "C", "C", "N", "O", "C", "C", "C", "H", "H", "H", "H", "H", "H", "H", "H", "H", "H", "H", "H", "H", "H", "H", "H", "H", "H", "H", "C", "C", "C", "C", "C", "C", "N", "O", "C", "C", "C", "H", "H", "H", "H", "H", "H", "H", "H", "H", "H", "H", "H", "H", "H", "H", "H", "H", "H", "H", "C", "C", "C", "C", "C", "C", "N", "O", "C", "C", "C", "H", "H", "H", "H", "H", "H", "H", "H", "H", "H", "H", "H", "H", "H", "H", "H", "H", "H", "H", "C", "C", "C", "C", "C", "C", "N", "O", "C", "C", "C", "H", "H", "H", "H", "H", "H", "H", "H", "H", "H", "H", "H", "H", "H", "H", "H", "H", "H", "H", "C", "C", "C", "C", "C", "C", "N", "O", "C", "C", "C", "H", "H", "H", "H", "H", "H", "H", "H", "H", "H", "H", "H", "H", "H", "H", "H", "H", "H", "H", "C", "C", "C", "C", "C", "C", "N", "O", "C", "C", "C", "H", "H", "H", "H", "H", "H", "H", "H", "H", "H", "H", "H", "H", "H", "H", "H", "H", "H", "H", "C", "C", "C", "C", "C", "C", "N", "O", "C", "C", "C", "H", "H", "H", "H", "H", "H", "H", "H", "H", "H", "H", "H", "H", "H", "H", "H", "H", "H", "H", "C", "C", "C", "C", "C", "C", "N", "O", "C", "C", "C", "H", "H", "H", "H", "H", "H", "H", "H", "H", "H", "H", "H", "H", "H", "H", "H", "H", "H", "H", "C", "C", "C", "C", "C", "C", "N", "O", "C", "C", "C", "H", "H", "H", "H", "H", "H", "H", "H", "H", "H", "H", "H", "H", "H", "H", "H", "H", "H", "H"], "coordinates": [[-5.671, 4.115, 3.475], [-6.860, 4.092, 2.583], [-6.499, 4.699, 1.196], [-5.611, 3.808, 0.353], [-6.320, 2.432, 0.166], [-6.699, 1.781, 1.479], [-7.407, 2.802, 2.247], [-7.861, 2.183, 3.466], [-7.641, 0.599, 1.060], [-5.407, 1.095, 2.147], [-7.990, 4.984, 3.242], [-5.590, 5.136, 3.870], [-4.671, 3.880, 2.950], [-5.739, 3.450, 4.308], [-7.487, 4.962, 0.733], [-6.097, 5.650, 1.406], [-4.701, 3.582, 0.948], [-5.362, 4.251, -0.686], [-5.705, 1.784, -0.423], [-7.241, 2.631, -0.420], [-7.043, -0.196, 0.522], [-8.087, 0.197, 1.937], [-8.339, 0.968, 0.355], [-4.505, 1.797, 2.155], [-5.600, 0.749, 3.183], [-5.088, 0.291, 1.435], [-7.487, 5.966, 3.456], [-8.226, 4.509, 4.209], [-8.865, 5.113, 2.617], [-7.026, 1.985, 3.997], [-3.512, -3.036, -1.671], [-5.025, -3.126, -1.671], [-5.674, -3.188, -3.100], [-5.425, -4.534, -3.804], [-6.089, -5.599, -2.945], [-5.485, -5.627, -1.518], [-5.663, -4.237, -0.969], [-5.244, -4.235, 0.400], [-6.283, -6.516, -0.519], [-4.072, -6.221, -1.548], [-5.566, -1.888, -1.008], [-3.053, -3.983, -1.944], [-3.289, -2.813, -0.622], [-3.034, -2.278, -2.273], [-6.762, -3.060, -2.927], [-5.468, -2.343, -3.764], [-4.376, -4.664, -4.070], [-5.973, -4.485, -4.748], [-5.962, -6.617, -3.438], [-7.134, -5.330, -2.920], [-6.559, -7.389, -1.074], [-5.625, -6.749, 0.331], [-7.193, -6.057, -0.145], [-3.645, -6.070, -0.564], [-4.242, -7.315, -1.766], [-3.373, -5.849, -2.292], [-6.622, -1.783, -1.069], [-5.125, -0.954, -1.464], [-5.169, -1.682, 0.027], [-4.278, -4.361, 0.492], [2.022, -9.053, 0.619], [1.951, -7.868, 1.501], [3.060, -6.912, 0.983], [2.529, -6.078, -0.290], [1.291, -5.330, 0.203], [0.155, -6.255, 0.611], [0.736, -7.138, 1.676], [-0.261, -8.050, 2.177], [-1.021, -5.482, 1.193], [-0.436, -7.065, -0.578], [2.363, -8.329, 2.900], [1.078, -9.615, 0.737], [2.893, -9.658, 0.923], [2.107, -8.813, -0.444], [3.239, -6.115, 1.732], [4.075, -7.349, 0.885], [2.163, -6.633, -1.182], [3.306, -5.418, -0.725], [0.791, -4.661, -0.528], [1.567, -4.600, 1.044], [-0.607, -4.541, 1.651], [-1.516, -5.095, 0.286], [-1.676, -5.972, 1.902], [-1.000, -6.492, -1.318], [0.322, -7.652, -1.122], [-1.053, -7.929, -0.150], [3.422, -8.575, 2.784], [1.764, -9.195, 3.163], [2.302, -7.605, 3.768], [-0.450, -7.737, 3.101], [3.550, 0.960, -5.744], [3.467, 1.659, -4.366], [4.325, 0.821, -3.441], [4.603, 1.513, -2.104], [5.234, 2.927, -2.375], [4.417, 3.795, -3.295], [4.013, 3.027, -4.530], [3.144, 3.780, -5.316], [3.138, 4.330, -2.390], [5.304, 5.051, -3.747], [1.998, 1.656, -3.953], [3.251, -0.090, -5.593], [4.565, 1.037, -6.165], [2.748, 1.348, -6.442], [3.918, -0.252, -3.377], [5.265, 0.690, -3.975], [5.264, 0.904, -1.511], [3.671, 1.594, -1.495], [6.323, 2.815, -2.608], [5.179, 3.454, -1.453], [2.661, 3.589, -1.824], [3.464, 5.111, -1.677], [2.358, 4.745, -3.015], [5.868, 4.646, -4.534], [4.724, 5.877, -4.139], [5.888, 5.445, -2.895], [1.794, 1.901, -2.906], [1.604, 0.647, -4.088], [1.420, 2.264, -4.653], [2.329, 3.940, -4.889], [2.366, -1.632, 5.423], [3.163, -2.378, 4.339], [3.342, -1.486, 3.068], [4.292, -1.955, 2.041], [5.665, -2.245, 2.725], [5.640, -3.067, 3.985], [4.518, -2.518, 4.869], [4.432, -3.387, 6.050], [5.377, -4.516, 3.593], [6.970, -2.991, 4.669], [2.249, -3.629, 3.950], [1.485, -1.242, 5.003], [2.976, -0.785, 5.877], [2.017, -2.258, 6.214], [2.307, -1.447, 2.602], [3.575, -0.469, 3.334], [4.522, -1.185, 1.270], [3.952, -2.839, 1.542], [6.051, -1.253, 2.940], [6.240, -2.736, 1.985], [4.836, -5.097, 4.328], [4.710, -4.535, 2.742], [6.258, -5.059, 3.356], [6.973, -1.984, 5.062], [6.953, -3.740, 5.448], [7.728, -3.157, 3.919], [1.993, -4.228, 4.801], [2.730, -4.185, 3.180], [1.309, -3.176, 3.602], [4.152, -2.741, 6.715], [8.032, 1.322, 1.170], [8.334, 2.276, 2.378], [8.918, 3.597, 1.785], [7.855, 4.420, 1.033], [6.594, 4.637, 1.939], [5.981, 3.333, 2.583], [7.117, 2.609, 3.196], [6.684, 1.327, 3.713], [5.014, 3.696, 3.776], [5.131, 2.506, 1.585], [9.311, 1.590, 3.314], [7.508, 1.746, 0.274], [7.332, 0.488, 1.445], [8.906, 0.794, 0.796], [9.281, 4.196, 2.582], [9.689, 3.188, 1.189], [7.555, 3.800, 0.151], [8.305, 5.320, 0.622], [5.870, 5.208, 1.384], [6.764, 5.302, 2.818], [5.476, 3.721, 4.749], [4.562, 4.642, 3.611], [4.126, 3.051, 3.756], [4.830, 1.488, 1.994], [4.174, 3.031, 1.390], [5.625, 2.329, 0.623], [10.296, 1.775, 2.939], [9.115, 0.537, 3.458], [9.418, 2.188, 4.241], [6.457, 1.497, 4.632], [-1.207, 1.120, 5.624], [-1.806, 2.520, 6.151], [-2.561, 2.391, 7.442], [-3.007, 3.770, 7.961], [-1.748, 4.619, 8.166], [-1.076, 4.842, 6.809], [-0.757, 3.474, 6.365], [0.030, 3.527, 5.139], [-1.875, 5.822, 5.873], [0.268, 5.501, 7.211], [-2.726, 2.979, 4.925], [-0.688, 0.606, 6.463], [-0.505, 1.258, 4.785], [-1.960, 0.349, 5.388], [-3.401, 1.704, 7.214], [-1.867, 1.923, 8.147], [-3.721, 3.753, 8.811], [-3.608, 4.342, 7.244], [-1.083, 4.017, 8.772], [-1.892, 5.574, 8.695], [-2.872, 5.485, 5.648], [-2.062, 6.595, 6.581], [-1.343, 6.311, 5.010], [0.872, 4.784, 7.820], [0.818, 5.769, 6.312], [0.074, 6.496, 7.655], [-3.549, 3.621, 5.251], [-3.249, 2.099, 4.603], [-2.100, 3.298, 4.133], [0.948, 3.209, 5.270], [-1.593, -0.536, -6.856], [-3.001, -0.421, -6.452], [-3.739, 0.718, -7.131], [-3.835, 0.477, -8.676], [-4.610, -0.814, -8.900], [-4.034, -2.051, -8.178], [-3.818, -1.642, -6.754], [-3.257, -2.733, -6.060], [-5.081, -3.140, -8.245], [-2.808, -2.580, -8.929], [-3.047, -0.233, -4.875], [-1.368, -0.230, -7.834], [-1.281, -1.589, -6.819], [-1.059, 0.038, -6.152], [-4.773, 0.803, -6.781], [-3.243, 1.726, -6.871], [-2.838, 0.375, -9.198], [-4.349, 1.322, -9.091], [-4.790, -0.978, -9.988], [-5.601, -0.627, -8.468], [-5.991, -2.681, -7.839], [-5.209, -3.316, -9.278], [-4.931, -4.121, -7.679], [-1.926, -1.914, -8.784], [-2.576, -3.519, -8.506], [-3.089, -2.721, -10.038], [-3.985, -0.466, -4.405], [-2.806, 0.815, -4.721], [-2.261, -0.802, -4.394], [-4.004, -3.320, -5.977], [-2.339, 6.023, 2.085], [-1.069, 6.559, 1.351], [-1.265, 8.052, 1.201], [-0.105, 8.927, 0.744], [1.038, 8.630, 1.839], [1.287, 7.112, 2.026], [0.037, 6.505, 2.410], [0.344, 5.089, 2.618], [2.018, 6.519, 0.825], [2.148, 7.022, 3.348], [-0.903, 5.804, 0.033], [-3.156, 6.416, 1.564], [-2.411, 6.573, 3.050], [-2.354, 4.965, 2.070], [-2.056, 8.225, 0.465], [-1.696, 8.468, 2.124], [-0.476, 9.978, 0.815], [0.179, 8.638, -0.294], [0.676, 8.953, 2.840], [1.947, 9.268, 1.749], [3.052, 6.751, 0.882], [1.960, 5.442, 0.780], [1.669, 6.877, -0.157], [3.114, 7.419, 3.268], [1.502, 7.507, 4.030], [2.234, 6.037, 3.754], [-0.148, 5.047, -0.041], [-0.875, 6.592, -0.720], [-1.892, 5.330, -0.137], [0.055, 4.935, 3.526], [0.406, -2.640, -4.274], [1.208, -3.543, -5.248], [2.205, -4.406, -4.477], [1.645, -5.539, -3.687], [0.842, -6.447, -4.673], [-0.278, -5.683, -5.325], [0.392, -4.514, -6.002], [-0.536, -3.860, -6.844], [-0.811, -6.599, -6.473], [-1.462, -5.266, -4.392], [2.006, -2.668, -6.223], [-0.299, -2.103, -4.868], [1.064, -1.943, -3.790], [-0.171, -3.274, -3.627], [2.897, -4.796, -5.262], [2.892, -3.783, -3.901], [1.042, -5.151, -2.813], [2.438, -6.097, -3.200], [0.447, -7.449, -4.444], [1.581, -6.659, -5.455], [-1.180, -7.483, -5.979], [-1.620, -6.104, -7.000], [0.039, -6.814, -7.084], [-1.069, -4.945, -3.372], [-2.074, -4.467, -4.793], [-2.069, -6.145, -4.182], [1.411, -1.832, -6.662], [2.475, -3.152, -7.066], [2.781, -2.187, -5.585], [-1.337, -3.459, -6.406], [1.176, 1.526, 2.164], [0.860, 1.398, 0.642], [1.409, 0.041, -0.027], [0.480, -1.119, 0.353], [-0.932, -0.896, 0.028], [-1.453, 0.460, 0.604], [-0.541, 1.506, 0.266], [-1.071, 2.775, 0.646], [-2.685, 0.724, -0.245], [-1.860, 0.341, 2.073], [1.606, 2.603, -0.017], [0.595, 2.220, 2.704], [2.237, 1.841, 2.162], [1.161, 0.533, 2.695], [1.432, 0.250, -1.128], [2.495, -0.057, 0.258], [0.571, -1.281, 1.409], [0.884, -2.101, -0.040], [-1.421, -1.808, 0.496], [-1.093, -1.043, -1.055], [-3.258, -0.215, -0.261], [-3.339, 1.438, 0.259], [-2.446, 0.925, -1.316], [-1.043, 0.100, 2.772], [-2.276, 1.224, 2.475], [-2.662, -0.379, 2.203], [1.120, 2.915, -0.948], [2.706, 2.426, -0.077], [1.445, 3.477, 0.637], [-0.826, 2.957, 1.589]], "forces_ev_per_a": [[2.464, 0.447, -0.512], [-0.926, 1.013, -1.862], [-1.737, -0.087, 0.157], [0.059, -0.676, -0.779], [-0.177, 1.954, -0.440], [1.091, -1.105, -0.630], [-1.210, -1.792, 1.312], [1.363, -0.269, 0.604], [1.982, 0.128, 0.084], [0.423, 1.402, -0.850], [1.945, -0.269, 0.504], [0.259, -0.251, 0.076], [-1.577, 0.345, 0.741], [-0.111, -0.481, 0.738], [0.784, -0.612, -0.103], [1.029, 1.277, 0.113], [-0.033, 0.495, -0.741], [-0.188, -0.579, 1.822], [0.450, -0.581, -0.346], [0.343, -0.214, 0.321], [-0.530, 0.881, 0.766], [-0.623, -0.537, 0.539], [-1.064, 0.307, -0.405], [-1.274, -0.719, 0.261], [0.196, -0.160, -0.714], [-0.431, 0.324, 1.021], [-0.762, -0.693, -0.255], [-0.250, 0.367, -0.439], [-0.088, -0.126, -0.077], [-1.457, 0.267, -0.832], [0.213, -0.994, 0.926], [-1.283, 0.964, -1.765], [-0.238, -0.044, 0.271], [-0.870, 1.060, -0.017], [1.215, -1.352, -0.269], [-0.937, 0.562, 0.243], [1.430, -0.990, 0.361], [-0.033, 0.075, 0.253], [0.614, 0.457, -0.454], [-0.605, -0.851, -0.282], [2.025, 2.695, 0.682], [0.143, 0.046, 0.053], [0.625, -0.065, -0.075], [-0.426, 0.442, -0.322], [0.348, -0.403, -0.038], [0.729, 0.063, 0.324], [0.130, -0.280, 0.364], [0.051, -0.113, -0.208], [-0.291, 1.030, 0.749], [-0.442, -0.223, 0.213], [-0.106, -0.899, -0.025], [-0.444, -0.157, -0.297], [0.036, 0.292, -0.093], [0.390, -0.396, 0.202], [0.518, 0.939, 0.476], [-0.200, 0.127, -0.147], [-0.885, -0.186, 0.209], [-0.480, -0.873, -0.343], [-0.773, -0.962, -0.601], [-0.358, -0.005, -0.511], [-1.139, -1.600, -0.871], [2.376, 1.401, 0.873], [-0.501, 2.184, -0.750], [0.057, -0.505, 0.146], [-0.188, 1.926, 0.362], [-0.064, -1.918, 0.577], [-1.737, 1.030, -0.005], [-0.174, 0.569, 0.804], [1.194, 2.399, -0.429], [0.360, -2.238, 0.508], [0.623, 0.284, 0.834], [0.541, -0.242, -0.027], [-0.482, 0.043, -0.279], [0.108, 0.054, 0.140], [-0.262, -0.302, -0.095], [-0.892, -0.355, -0.373], [0.599, -0.405, 0.829], [-0.344, -0.111, 0.617], [0.699, -0.231, -0.212], [-0.409, -1.204, -0.749], [-0.430, -0.834, 0.103], [-0.567, -0.184, 0.566], [-0.059, -0.318, -0.285], [-0.031, 0.084, 0.295], [0.028, 0.528, 0.019], [0.286, 1.508, -0.475], [-0.089, -0.447, 0.465], [0.227, -0.271, 0.159], [-0.176, -0.332, -1.334], [0.417, -0.354, -1.350], [-1.245, 0.194, -0.383], [-0.510, -0.280, -0.832], [0.216, -0.795, 0.338], [-0.622, 0.553, -0.459], [0.217, -1.747, 0.341], [-1.534, 1.539, 0.031], [0.617, 0.200, 1.509], [1.811, 0.300, -1.808], [1.988, 0.651, -1.548], [-1.721, -0.944, 1.507], [-0.363, -0.518, 0.115], [0.435, 0.236, -0.077], [-0.536, -0.008, 0.035], [1.179, -0.081, 0.527], [0.218, 1.609, 0.200], [0.362, 0.019, 0.109], [0.488, -0.178, 0.290], [0.610, 0.059, -0.632], [-0.882, 0.138, -0.334], [0.378, 0.480, 1.056], [-0.153, -1.157, 0.542], [0.048, -0.254, -0.500], [-0.077, 0.410, -0.286], [1.334, -0.205, -0.951], [-0.388, 0.014, -0.080], [-0.074, -0.434, -0.430], [0.106, 0.299, -0.247], [0.025, -0.138, -0.013], [-0.117, 0.082, 0.339], [-1.472, 0.132, 1.289], [1.787, 1.174, 0.102], [-0.372, 0.075, -0.607], [-3.046, 0.101, 0.122], [2.079, -0.150, 0.234], [-1.522, 1.373, -0.285], [-2.031, -0.892, -0.114], [1.108, -1.119, 0.314], [0.096, 0.611, -0.542], [-1.437, -0.071, -0.015], [-1.116, 0.480, 0.374], [0.769, 1.931, 0.388], [-1.163, 0.815, -0.703], [-0.707, -0.916, -0.633], [0.040, -0.743, 0.625], [1.002, 0.173, 0.492], [0.214, 0.473, 0.461], [-0.502, -0.416, 0.386], [-0.393, -0.620, -0.442], [0.554, 0.164, 0.105], [1.151, -0.444, -0.576], [0.093, 0.060, 0.604], [0.024, -0.140, -0.529], [0.974, -0.336, -0.335], [0.776, 0.276, 0.416], [0.541, -0.022, 0.345], [0.439, -0.043, 0.061], [0.205, -0.490, 0.455], [-0.036, -0.649, -0.573], [0.232, -0.271, -0.192], [0.271, -0.297, -0.007], [-1.475, -0.920, -0.257], [-1.485, 0.253, -0.907], [-2.070, -0.868, 0.670], [-0.492, -1.714, 0.153], [0.639, -0.005, 0.860], [-0.309, -0.161, 0.080], [0.795, -0.498, -0.158], [-0.460, 0.414, -0.373], [-0.146, -0.637, -1.215], [-0.554, -0.688, 0.013], [0.417, 1.505, 0.425], [0.754, 0.143, 0.864], [0.574, 0.686, 0.264], [0.404, 0.275, 0.108], [0.735, 0.493, 0.826], [1.163, 0.344, -0.972], [-0.027, 0.639, 0.487], [-0.257, 0.309, 0.226], [-0.717, -0.176, -0.393], [0.593, -0.370, -0.549], [0.332, -0.164, 0.219], [-0.162, 1.270, -0.264], [0.436, -0.371, 0.316], [0.563, 1.191, -0.238], [0.570, -0.059, 0.060], [-0.129, 0.154, 0.204], [0.832, -0.550, -0.810], [-0.005, -0.044, 0.243], [-0.754, -0.662, -0.001], [0.102, 0.121, 0.083], [0.243, 0.182, 1.854], [-0.712, -0.820, -3.305], [-0.871, -0.176, -0.119], [-0.759, 0.683, 0.191], [-1.047, -0.416, 0.134], [1.115, 0.258, 0.232], [2.328, -0.110, -0.543], [-0.026, 0.577, -0.301], [0.905, -0.242, 0.585], [0.027, 0.149, -0.857], [-0.651, -1.199, 2.381], [0.247, 0.569, -0.379], [-0.492, -0.042, 0.372], [-0.180, 0.820, -0.288], [0.252, 0.331, 0.508], [-0.322, -0.032, 0.202], [0.867, -0.405, -0.008], [-0.044, -0.517, -0.341], [0.448, 0.074, 0.191], [-0.233, -0.269, -0.327], [-0.069, -0.306, -0.637], [-0.138, 1.233, 0.437], [-0.361, -1.007, 0.733], [-0.523, 0.895, -0.258], [0.313, -0.269, -0.181], [0.100, -0.717, 0.411], [0.576, 0.459, -0.375], [-0.222, -0.660, -0.418], [0.330, 0.841, -0.764], [-0.932, 0.183, 0.703], [0.688, -1.461, 0.259], [-2.494, -0.905, 1.524], [0.699, 1.432, -0.902], [1.394, -0.595, 0.693], [-0.925, 0.406, -0.072], [0.749, 0.749, -0.307], [-0.700, 0.634, -0.774], [0.931, -0.245, 0.188], [-0.781, -0.182, 1.995], [0.085, 1.299, -1.113], [0.575, 0.307, -1.453], [0.204, 0.744, -1.282], [0.187, 0.503, 0.345], [1.279, 0.660, 0.624], [0.133, -0.172, 0.236], [-0.509, -1.508, -0.508], [-0.833, 0.415, 0.720], [-0.285, 0.346, -0.510], [0.348, -0.236, 0.718], [-0.072, -0.163, -0.064], [-0.164, -0.374, -0.127], [-0.430, -0.670, -1.092], [0.299, 1.295, -0.862], [-0.702, -0.654, -0.666], [0.584, -1.187, 0.224], [0.647, 0.292, 1.681], [-0.553, -0.107, -0.089], [-0.044, 0.251, 0.266], [0.137, -0.321, 0.070], [-0.357, -0.406, 0.349], [1.761, 2.106, 0.571], [0.385, -0.149, 2.495], [-1.368, 1.022, -0.916], [1.030, -0.696, 1.657], [-0.956, 0.990, -0.231], [2.001, 0.905, 0.634], [-1.120, -1.576, -1.275], [-0.435, 0.388, -0.156], [-0.743, -0.169, -0.631], [-1.656, -0.800, -1.327], [-1.704, 0.912, -0.128], [-1.537, 0.202, -1.207], [0.208, -1.117, -0.197], [-0.129, -1.069, 0.542], [-0.249, -0.286, -0.062], [0.364, -0.211, 0.011], [0.673, -0.690, -0.356], [0.088, 0.497, 0.715], [-0.353, 0.017, -0.680], [-0.267, -0.904, -0.501], [1.072, 0.411, 0.110], [-0.102, -0.342, 0.228], [-0.087, 0.058, 0.402], [1.295, 0.993, -0.161], [-0.134, 0.986, 1.140], [0.134, -0.951, -0.227], [0.380, -0.097, 0.036], [0.669, -0.366, -0.502], [0.692, -0.106, -0.094], [-0.001, -0.144, 0.152], [0.256, -1.046, -1.270], [-0.239, -0.384, 0.268], [1.617, 0.301, -1.267], [-1.431, -0.911, 1.141], [0.688, 0.240, 0.346], [-0.446, 1.071, -1.269], [-0.968, -0.088, 0.006], [-0.510, 0.584, -0.456], [-0.145, 1.288, 1.472], [1.558, -0.506, 1.433], [-0.272, 1.575, 0.660], [-0.574, 0.684, -0.340], [0.222, 0.267, 0.537], [0.072, 0.121, 0.769], [-0.463, -0.156, 0.407], [-0.348, 0.232, 0.364], [0.239, -0.392, -0.927], [0.240, -0.147, -0.172], [0.304, 0.413, 1.060], [-0.198, 0.018, -0.160], [-0.209, -0.559, -0.072], [0.084, -0.101, -0.270], [0.257, -0.251, -0.754], [-0.535, -0.287, -1.238], [-0.081, 0.079, -0.154], [-0.226, -0.035, -0.177], [0.155, -0.628, 0.435], [0.107, -0.630, 0.029], [-0.238, -0.214, -0.600], [0.966, -0.695, 0.280], [1.726, -2.533, -0.869], [1.070, -0.024, -0.647], [-0.009, 1.653, 0.205], [3.071, -1.035, -0.371], [-0.652, -1.134, 0.361], [-1.136, -1.345, -1.012], [1.013, 0.829, -0.089], [0.219, -0.181, 0.640], [-1.184, -0.718, -0.058], [0.793, -0.887, 0.326], [-0.531, 0.175, 0.877], [-0.763, 0.990, 0.537], [-0.458, -0.005, 0.477], [-0.181, 0.907, -0.430], [-0.269, -0.348, 0.743], [-1.095, -0.239, 0.044], [0.042, 0.114, 0.908], [-0.498, 0.953, -0.043], [-0.251, 1.347, -0.351], [-0.095, 0.666, 0.287], [-0.069, 0.120, 0.030], [0.152, 0.397, -0.630], [-0.068, 0.340, 0.972], [-0.156, -0.266, -0.474], [-0.403, 1.454, 0.130], [0.014, -0.438, -0.131], [0.333, -0.566, -0.048], [-1.018, 0.053, -0.116], [0.270, -0.276, -0.098], [-0.159, -0.223, -0.755]], "fmax_ev_per_a": 3.48, "orbital_gap_ev": 8.67, "charge": 0, "smiles": "CC1(C)CCCC(C)(C)N1O.CC1(C)CCCC(C)(C)N1O.CC1(C)CCCC(C)(C)N1O.CC1(C)CCCC(C)(C)N1O.CC1(C)CCCC(C)(C)N1O.CC1(C)CCCC(C)(C)N1O.CC1(C)CCCC(C)(C)N1O.CC1(C)CCCC(C)(C)N1O.CC1(C)CCCC(C)(C)N1O.CC1(C)CCCC(C)(C)N1O.CC1(C)CCCC(C)(C)N1O", "relative_energy_ev": 3.3007}